# 1
Formula: C8H9N
Source: the OMol25 dataset
Level of theory: wB97M-V/def2-TZVPD

Geometry as ORCA input:
```
! wB97M-V def2-TZVPD RIJCOSX def2/J DEFGRID3
* xyz 0 1
C -2.30013 1.98291 0.47300
C -1.56097 3.09639 -0.14500
C -0.74928 0.00764 1.34974
C -1.22510 1.05361 0.64072
C -0.89564 2.00599 -0.54306
C 0.59056 -0.49701 1.21746
C 0.24989 -1.26838 -1.01794
C 2.42052 -1.55169 0.09485
N 1.06707 -1.00706 0.12649
H -3.37624 1.67510 0.19600
H -1.77299 4.04334 -0.60958
H -1.38881 -0.15821 2.21459
H 0.97830 -1.15815 -1.95940
H 0.08992 -2.34125 -1.08665
H -0.70404 -0.61611 -1.13629
H 2.91161 -1.85111 0.97354
H 2.55274 -2.47372 -0.48225
H 3.11259 -0.94230 -0.30623
*
```

Properties
- DFT total energy (eV) = -9923.459
- relative energy (zero: lowest compared OMol25 entry of this formula, charge and spin) (kcal/mol) = 187.6
- HOMO-LUMO gap (alpha / beta) (hartree) = 0.2766 / 0.2766
- M (g/mol) = 119.2

Atom charges from the natural (NBO) analysis, given in e for atoms 1 to 6: -0.15, -0.23, -0.31, -0.09, -0.10, 0.12


# 2
Formula: C6H15N
Source: the OMol25 dataset
Level of theory: wB97M-V/def2-TZVPD

Geometry as ORCA input:
```
! wB97M-V def2-TZVPD RIJCOSX def2/J DEFGRID3
* xyz 0 1
C 1.99560 -0.55379 -0.51016
C 2.30861 0.75620 0.12229
C 0.68648 -1.06698 -0.47533
N -0.32925 -0.60101 0.25998
C -1.30956 1.60369 -0.35253
C -1.44350 0.08341 -0.39138
C -2.73551 -0.34420 0.30743
H 0.56742 -2.14837 -0.68647
H 2.70094 -1.27016 -0.89121
H 2.15107 1.59372 -0.56187
H 3.34133 0.79385 0.46419
H 1.72226 0.83795 1.02283
H 1.85527 -1.47025 2.03852
H 1.79578 -2.20300 1.96128
H 1.06745 -0.33023 -1.43117
H -0.43199 1.92429 -0.92008
H -1.10636 1.91782 0.66852
H -2.20592 2.12062 -0.71752
H -1.49865 -0.23596 -1.42026
H -2.63087 -0.10641 1.37180
H -2.86132 -1.41730 0.24942
H -3.63930 0.11608 -0.10829
*
```

Properties
- DFT total energy (eV) = -7950.290
- relative energy (zero: lowest compared OMol25 entry of this formula, charge and spin) (kcal/mol) = 126.3
- HOMO-LUMO gap (hartree) = 0.2803
- M (g/mol) = 101.2

Atom charges from the natural (NBO) analysis, given in e for atoms 1 to 6: -0.18, -0.67, -0.02, -0.68, -0.61, -0.05


Question: Which formula does entry 1 have?
Answer: C8H9N


Question: Number 2 is which compound?
Answer: C6H15N


Question: Among the records above, which one has the highest relative energy (zero: lowest compared OMol25 entry of this formula, charge and spin)?
Answer: C8H9N


Question: Number 2 is which compound?
Answer: C6H15N